4 unconnected molecules or ions with the total composition C3H13NO3, computed with ωB97M-V/def2-TZVPD.

```
20
Properties=species:S:1:pos:R:3:lowdin_charge:R:1
H 2.96 0.22 -1.31 0.0497
H -1.57 2.84 0.71 0.0650
C -0.83 0.87 1.21 -0.2636
O 2.21 -0.30 -1.00 -0.0651
H 2.05 -1.34 0.63 -0.0024
H 0.12 0.48 1.59 0.0986
N -1.34 -0.03 0.15 -0.0544
H -1.82 -1.97 -0.24 0.0733
C -0.64 2.29 0.66 -0.0841
H 1.32 -2.60 1.05 0.0326
H 0.09 2.84 1.26 0.0678
H -1.54 -1.53 1.55 0.0833
H -1.55 0.81 2.04 0.1083
O 1.54 -1.71 1.37 -0.0780
H 1.46 -0.03 -1.56 0.0031
H -0.67 -0.02 -1.58 -0.0029
O -0.20 0.28 -2.40 -0.0822
C -1.58 -1.22 0.51 -0.0528
H -0.52 -0.26 -3.12 0.0468
H -0.22 2.20 -0.33 0.0570
```

The strongest force on any atom is 1.08 eV/Å. The value obtained for the LUMO energy is 0.79 eV. The electronic energy is -10954.108 eV. The value obtained for the HOMO-LUMO gap is 10.89 eV. The relative energy (zero: lowest compared OMol25 entry of this formula, charge and spin) is 64.0 kJ/mol. Its spin multiplicity is 1. The SMILES is C=NCC.O.O.O.


4 unconnected molecules or ions with the total composition C3H13NO3, computed with ωB97M-V/def2-TZVPD.

```
20
Properties=species:S:1:pos:R:3:lowdin_charge:R:1
C -1.20 -1.08 -0.41 -0.5051
O 1.20 1.62 2.31 -0.0519
H -2.45 -2.69 -0.20 0.0854
C -1.50 0.16 0.00 0.0107
H 1.84 2.69 -0.47 0.0303
H -0.70 -0.61 -2.35 0.0918
H -0.84 -3.12 0.23 0.0766
C -1.57 -2.31 0.35 -0.0617
H 0.66 2.14 1.72 0.0139
O 0.99 2.79 -0.91 -0.0588
H 2.80 -0.17 0.64 0.0102
H -1.40 0.94 -0.76 0.0446
H 1.80 -0.49 -0.48 0.0082
H -1.55 0.51 1.02 0.0485
H 1.90 2.09 2.76 0.0319
O 2.73 -0.46 -0.26 -0.0516
H 0.81 3.73 -0.82 0.0373
N -0.67 -1.35 -1.67 0.0779
H -1.01 -2.21 -2.08 0.0847
H -1.84 -2.20 1.39 0.0771
```

The strongest force on any atom is 1.34 eV/Å. The value obtained for the LUMO energy is 0.46 eV. The electronic energy is -10953.781 eV. The value obtained for the HOMO-LUMO gap is 8.65 eV. The relative energy (zero: lowest compared OMol25 entry of this formula, charge and spin) is 95.5 kJ/mol. Its spin multiplicity is 1. The SMILES is C=C(C)N.O.O.O.


4 unconnected molecules or ions with the total composition C3H13NO3, computed with ωB97M-V/def2-TZVPD.

```
20
Properties=species:S:1:pos:R:3:lowdin_charge:R:1
H -2.46 1.11 -1.35 0.0849
H -0.20 1.22 -0.90 0.1021
H 1.40 -0.78 -2.82 0.0478
O -0.90 -2.54 -0.28 -0.0178
C 0.72 1.92 1.68 -0.1259
O 2.13 -1.12 -2.25 -0.1135
H 0.30 -1.87 0.15 0.0045
H 1.49 1.98 0.91 0.0545
H 1.79 -1.88 -0.44 -0.0940
H -2.82 1.21 0.34 0.0536
H -0.75 -3.39 0.14 0.0762
H -1.32 1.20 2.00 0.0994
H -0.85 -2.59 -1.27 0.1113
C -0.63 1.40 1.20 -0.2115
N -2.27 0.76 -0.37 -0.0076
O 1.32 -1.57 0.26 -0.1220
H 0.63 2.98 2.06 0.0699
H 2.25 -0.35 -1.57 0.0966
C -0.87 1.10 -0.06 -0.2134
H 1.03 1.21 2.57 0.1050
```

The strongest force on any atom is 6.13 eV/Å. The value obtained for the LUMO energy is 0.37 eV. The electronic energy is -10952.536 eV. The value obtained for the HOMO-LUMO gap is 8.39 eV. The relative energy (zero: lowest compared OMol25 entry of this formula, charge and spin) is 215.7 kJ/mol. Its spin multiplicity is 1. The SMILES is C/C=C/N.O.O.O.


3 unconnected molecules or ions with the total composition C3H13NO3, computed with ωB97M-V/def2-TZVPD.

```
20
Properties=species:S:1:pos:R:3:lowdin_charge:R:1
H 4.24 -1.09 1.21 0.0281
C -2.35 1.22 -0.02 -0.2908
N -1.53 0.14 -0.50 -0.0851
C -2.25 1.23 1.49 -0.1208
H 2.15 -3.30 -1.41 0.0369
H -1.20 1.41 1.72 0.0651
H -2.70 2.09 2.03 0.0739
O 0.44 -0.29 -1.74 -0.0705
H -3.39 1.02 -0.28 0.1110
H -2.06 -0.51 -1.06 0.1154
H -2.01 2.21 -0.37 0.1146
H -2.63 0.33 2.01 0.0799
H 0.23 -0.73 0.28 0.1191
H 0.35 0.98 -0.21 0.1222
O 2.65 -2.58 -1.00 -0.0817
H 4.26 0.10 0.33 0.0310
H -0.31 -0.14 -2.34 0.0915
H 1.87 -1.98 -0.94 0.0167
C -0.09 0.02 -0.46 -0.2889
O 4.31 -0.13 1.27 -0.0674
```

The strongest force on any atom is 2.04 eV/Å. The value obtained for the LUMO energy is 0.65 eV. The electronic energy is -10953.445 eV. The value obtained for the HOMO-LUMO gap is 9.61 eV. The relative energy (zero: lowest compared OMol25 entry of this formula, charge and spin) is 128.0 kJ/mol. Its spin multiplicity is 1. The SMILES is CCNCO.O.O.


4 unconnected molecules or ions with the total composition C3H13NO3, computed with ωB97M-V/def2-TZVPD.

```
20
Properties=species:S:1:pos:R:3:lowdin_charge:R:1
O 3.76 -3.78 0.55 -0.0598
N 1.79 0.82 0.21 0.1118
H -1.22 -2.40 -4.46 0.0253
H -0.97 1.53 0.07 0.0825
O -1.26 -1.54 -4.89 -0.0542
H 2.93 -3.31 0.62 0.0250
C 0.71 0.83 1.03 -0.4652
H -5.03 1.55 1.07 0.0230
H 1.81 1.30 -0.68 0.0904
H 0.14 0.07 2.94 0.0176
H -4.31 2.06 -0.27 0.0324
H 0.19 2.71 0.18 0.0606
H 4.32 -3.37 1.21 0.0266
O -4.35 1.39 0.42 -0.0552
H -0.42 -1.23 -4.57 0.0289
C -0.31 1.96 0.83 -0.0519
C 0.37 -0.18 1.92 -0.0349
H 0.02 -1.18 1.69 0.0290
H 2.64 0.35 0.46 0.0890
H -0.81 2.42 1.68 0.0792
```

The strongest force on any atom is 2.99 eV/Å. The value obtained for the LUMO energy is 0.46 eV. The electronic energy is -10951.747 eV. The value obtained for the HOMO-LUMO gap is 7.60 eV. The relative energy (zero: lowest compared OMol25 entry of this formula, charge and spin) is 291.8 kJ/mol. Its spin multiplicity is 1. The SMILES is C=C(C)N.O.O.O.


4 unconnected molecules or ions with the total composition C3H13NO4, computed with ωB97M-V/def2-TZVPD.

```
21
Properties=species:S:1:pos:R:3:lowdin_charge:R:1
H 1.84 -0.59 -2.83 0.0715
H -2.44 -1.32 -0.71 0.0553
H 1.39 -1.28 -1.24 0.0696
H 0.46 2.76 0.30 0.1389
C 1.21 0.89 -1.37 -0.2387
H 0.65 1.27 -2.23 0.1119
C 1.87 -0.45 -1.75 -0.0700
H -0.95 0.18 2.26 0.0046
H 1.97 1.63 -1.14 0.1097
O -0.73 -2.50 1.41 -0.0765
O -0.89 1.78 1.36 -0.0112
H -1.22 -2.12 2.15 0.0225
H 2.91 -0.43 -1.47 0.0615
O -0.65 -0.33 3.05 -0.0802
N 0.28 0.73 -0.25 0.0175
H 0.26 0.00 3.05 0.0463
H -0.19 -1.77 1.10 -0.0071
O -2.25 -0.38 -0.69 -0.0367
C -0.07 1.82 0.46 -0.3344
H -0.45 0.03 -0.40 0.0848
H -3.01 0.07 -1.06 0.0611
```

The strongest force on any atom is 1.59 eV/Å. The value obtained for the LUMO energy is 0.48 eV. The electronic energy is -13002.108 eV. The value obtained for the HOMO-LUMO gap is 10.46 eV. The relative energy (zero: lowest compared OMol25 entry of this formula, charge and spin) is 102.0 kJ/mol. Its spin multiplicity is 1. The SMILES is CCNC=O.O.O.O.


2 unconnected molecules or ions with the total composition C3H13NSi2, computed with ωB97M-V/def2-TZVPD.

```
19
Properties=species:S:1:pos:R:3:lowdin_charge:R:1
H 2.61 -0.80 0.60 0.0808
Si -3.75 1.55 1.68 0.6489
C -0.16 1.14 0.70 -0.2317
H 1.96 -0.12 -2.78 0.0431
Si 0.06 -0.88 -1.15 0.5953
C 1.64 -0.51 1.10 -0.1245
H 1.54 -1.74 -3.08 -0.0293
H -0.18 -2.39 -0.99 -0.0430
H -4.76 2.38 0.99 -0.2733
H 1.75 0.22 1.86 0.0622
H 1.24 -1.52 1.32 0.0758
H -1.07 -0.17 -1.83 -0.0326
H 2.55 -1.54 -1.70 0.0049
H -0.25 1.35 1.85 0.0956
C 1.70 -1.12 -2.25 -0.2582
N 0.55 -0.03 0.27 -0.4178
H 0.44 2.04 0.37 0.0894
H -1.13 1.07 0.28 -0.0516
H -4.73 1.06 2.79 -0.2340
```

The strongest force on any atom is 3.25 eV/Å. The value obtained for the LUMO energy is -1.21 eV. The electronic energy is -20563.312 eV. The value obtained for the HOMO-LUMO gap is 6.90 eV. The relative energy (zero: lowest compared OMol25 entry of this formula, charge and spin) is 466.0 kJ/mol. Its spin multiplicity is 1.


A molecular structure, C3H14AlN6O5, computed with ωB97M-V/def2-TZVPD.

```
29
Properties=species:S:1:pos:R:3:lowdin_charge:R:1
N 0.76 3.43 -0.75 0.1818
H 0.53 -3.05 -2.44 -0.0249
O -0.93 -1.13 -0.99 -0.0536
H 0.71 2.64 -0.11 0.0492
H -2.82 0.39 1.11 0.1166
O 0.70 0.91 0.71 -0.3451
H -1.12 0.63 0.63 0.0531
N 0.61 3.94 -2.99 0.1910
H -3.16 -2.12 -1.32 0.1211
H 0.26 4.83 -2.68 0.1178
O 1.44 -3.28 -2.16 -0.1483
C 1.19 -2.27 2.07 -0.6565
H 0.36 -0.36 1.99 0.0408
N 0.52 -1.21 2.53 0.1778
C 0.70 3.02 -2.02 -0.6647
H -4.01 -1.00 -0.33 0.1139
H 0.72 4.39 -0.46 0.1173
C -1.97 -0.79 -0.38 -0.6675
H 0.82 -3.30 3.90 0.1086
H 0.44 -1.09 3.52 0.1124
O 1.62 -2.48 0.93 -0.0232
N 1.30 -3.23 3.02 0.1620
N -3.14 -1.30 -0.74 0.1789
H 1.20 1.54 1.25 -0.0027
N -2.03 0.18 0.53 0.1822
Al 1.91 -0.67 -1.35 1.3986
H 1.86 -4.02 2.73 0.1137
H 0.67 3.58 -3.92 0.1258
O 0.86 1.81 -2.29 -0.0762
```

The strongest force on any atom is 4.42 eV/Å. The value obtained for the LUMO energy is -8.32 eV. The electronic energy is -29104.148 eV. The total charge is +1. The value obtained for the HOMO-LUMO gap is 4.42 eV. The relative energy (zero: lowest compared OMol25 entry of this formula, charge and spin) is 0.0 kJ/mol. Its spin multiplicity is 1.


3 unconnected molecules or ions with the total composition C3H14N2O2, computed with ωB97M-V/def2-TZVPD.

```
21
Properties=species:S:1:pos:R:3:lowdin_charge:R:1
H -0.74 2.48 0.77 0.0237
N -0.55 2.53 -0.18 0.0250
H 0.20 0.97 -1.34 0.1157
O 2.79 1.94 0.88 -0.1582
H -0.16 -1.24 -0.74 0.0706
C -0.50 1.10 -0.41 -0.4382
H -1.31 0.53 -0.66 0.0455
C 0.53 -2.07 1.20 -0.1239
H 0.69 -3.04 0.88 0.0193
H 2.18 1.35 0.38 -0.0015
H -3.68 -1.69 -2.78 -0.0610
H -2.68 -0.62 -2.59 -0.0768
H 3.46 1.35 1.40 0.0737
H -0.47 0.06 1.40 0.0853
O -3.35 -1.12 -2.08 -0.3854
N 0.14 0.33 0.64 -0.1051
C 0.56 -0.97 0.07 -0.3490
H 1.38 -1.75 1.93 0.0913
H 1.48 -0.98 -0.36 0.0468
H -0.41 -1.95 1.73 0.0473
H 0.45 2.78 -0.16 0.0549
```

The strongest force on any atom is 4.83 eV/Å. The value obtained for the LUMO energy (alpha / beta) is 3.35 / 3.27 eV. The electronic energy is -10410.716 eV. The total charge is -1. The value obtained for the HOMO-LUMO gap (alpha / beta) is 2.36 / 9.46 eV. The relative energy (zero: lowest compared OMol25 entry of this formula, charge and spin) is 159.4 kJ/mol. Its spin multiplicity is 2.


3 unconnected molecules or ions with the total composition C3H14N2O2, computed with ωB97M-V/def2-TZVPD.

```
21
Properties=species:S:1:pos:R:3:lowdin_charge:R:1
H 1.21 0.09 -0.86 0.0650
C -0.63 1.24 -0.40 -0.3307
H 0.63 1.57 1.75 0.1270
C 0.90 0.88 -0.22 -0.2181
N -0.97 1.24 -1.78 -0.0290
H 0.20 -1.84 -1.28 0.0561
C 1.13 0.63 1.29 -0.2793
H 2.77 -0.13 2.29 0.0819
H -2.81 -2.15 1.32 0.0365
H -1.88 1.61 -1.86 0.0570
H -0.40 2.07 -2.17 0.1277
H -1.67 -2.42 0.28 0.0418
H -0.68 2.26 0.10 0.1236
H 2.99 0.27 0.81 0.0238
H -1.23 0.51 0.16 0.1108
N 2.60 0.69 1.63 -0.0174
H 1.66 1.71 -0.59 0.1462
H -0.74 -0.84 -1.88 -0.0036
H 0.61 -0.22 1.63 0.0806
O -1.84 -2.28 1.28 -0.1175
O -0.73 -1.77 -1.61 -0.0822
```

The strongest force on any atom is 3.96 eV/Å. The value obtained for the LUMO energy is 0.77 eV. The electronic energy is -10412.474 eV. The value obtained for the HOMO-LUMO gap is 10.59 eV. The relative energy (zero: lowest compared OMol25 entry of this formula, charge and spin) is 127.1 kJ/mol. Its spin multiplicity is 1. The SMILES is NCCCN.O.O.


What is the formula in the eighth record? C3H14AlN6O5